Record 1
The following is a DFT calculation (wB97M-V/def2-TZVPD) of a structure of composition C4H7BrCuNPd.

Values from the calculation:
Gap between HOMO and LUMO (spin up / spin down)   7.222 / 4.810 eV
E_LUMO (spin up / spin down)   -5.7 / -9.1 eV
Net charge   +1
Maximum force   0.077 hartree/bohr
Spin multiplicity   4
Highest occupied orbital energy (spin up / spin down)   -12.948 / -13.867 eV

Last column: Löwdin charge in e.
Element x y z (Å)
1 Pd 3.563 -0.950 4.437  0.60
2 Cu 3.446 -2.180 -0.321  0.57
3 Br 2.835 -0.434 1.797  -0.11
4 C -0.329 -0.282 -1.746  -0.09
5 C -0.519 -0.281 -0.204  -0.31
6 C -0.804 1.023 0.439  -0.19
7 C -2.254 1.398 0.209  -0.21
8 N -3.324 1.735 0.083  0.15
9 H -1.268 -0.291 -2.299  0.08
10 H 0.074 -1.217 -2.136  0.06
11 H 0.319 0.550 -2.019  0.07
12 H 0.332 -0.793 0.245  0.03
13 H -1.335 -0.976 -0.007  0.11
14 H -0.120 1.756 0.013  0.12
15 H -0.616 0.943 1.510  0.11

Record 2
The following is a DFT calculation (wB97M-V/def2-TZVPD) of a cluster of 10 separate species, C4H28N8O10 in total.

Values from the calculation:
Gap between HOMO and LUMO   9.009 eV
E_LUMO   -0.6 eV
SMILES   NC(N)=O.NC(N)=O.NC(N)=O.NC(N)=O.O.O.O.O.O.O
Maximum force   0.042 hartree/bohr
Highest occupied orbital energy   -9.585 eV
Relative energy (zero: lowest compared OMol25 entry of this formula, charge and spin)   26.1 kJ/mol

Last column: Löwdin charge in e.
Element x y z (Å)
1 N -1.092 -2.502 0.785  0.15
2 C -2.366 -2.980 0.867  -0.66
3 N -2.646 -4.050 0.091  0.18
4 O -3.197 -2.494 1.638  0.01
5 H -0.904 -1.814 1.498  0.07
6 H -0.378 -2.979 0.240  0.07
7 H -2.006 -4.521 -0.521  0.10
8 H -3.605 -4.348 0.120  0.11
9 N 1.838 -2.118 1.312  0.16
10 C 2.059 -3.292 0.648  -0.69
11 N 1.568 -3.261 -0.606  0.15
12 O 2.522 -4.296 1.182  0.04
13 H 2.270 -1.960 2.203  0.11
14 H 1.285 -1.413 0.866  0.05
15 H 1.601 -4.123 -1.125  0.12
16 H 1.515 -2.381 -1.092  0.08
17 N -0.485 -0.746 -3.951  0.14
18 C -1.036 -1.581 -2.995  -0.68
19 N -1.638 -0.975 -1.945  0.18
20 O -0.924 -2.803 -3.098  0.00
21 H -0.621 0.238 -3.811  0.09
22 H 0.231 -1.103 -4.553  0.10
23 H -1.529 -1.546 -1.118  0.06
24 H -1.844 0.006 -1.936  0.10
25 N 2.645 3.316 -0.694  0.15
26 C 2.770 4.676 -0.647  -0.68
27 N 2.707 5.184 0.606  0.16
28 O 3.056 5.355 -1.635  0.01
29 H 2.303 2.871 0.140  0.06
30 H 2.421 2.990 -1.620  0.09
31 H 2.158 4.696 1.297  0.05
32 H 2.901 6.165 0.706  0.11
33 O -3.326 0.530 0.696  -0.07
34 H -2.970 -0.031 1.412  -0.01
35 H -3.679 1.301 1.150  0.04
36 O 0.984 3.355 2.239  -0.06
37 H 1.411 3.043 3.046  0.05
38 H 0.479 2.587 1.910  0.01
39 O 1.805 0.150 -0.892  -0.05
40 H 1.604 0.468 -1.783  0.07
41 H 2.755 -0.031 -0.901  0.09
42 O -0.145 1.284 0.605  -0.08
43 H -0.715 0.513 0.739  0.03
44 H 0.638 0.948 0.109  0.01
45 O -1.668 3.379 -0.458  -0.07
46 H -0.959 2.747 -0.255  -0.02
47 H -2.477 2.896 -0.259  0.01
48 O -1.796 -0.355 2.884  -0.06
49 H -2.311 -1.025 3.358  0.07
50 H -1.209 0.029 3.547  0.07

Record 3
The following is a DFT calculation (wB97M-V/def2-TZVPD) of a structure of composition C24H18AuINO2P.

Values from the calculation:
Gap between HOMO and LUMO   7.920 eV
E_LUMO   -0.1 eV
Maximum force   0.008 hartree/bohr
Highest occupied orbital energy   -8.017 eV

Last column: Löwdin charge in e.
Element x y z (Å)
1 Au -0.597 -0.006 0.224  0.68
2 O -0.092 -0.249 -3.764  0.00
3 C -0.642 -0.921 -2.889  -0.68
4 O -1.597 -0.584 -2.130  -0.17
5 C -0.168 -2.360 -2.680  -0.12
6 C 0.367 -3.036 -3.771  -0.02
7 C 0.650 -4.390 -3.707  -0.07
8 C 0.403 -5.095 -2.536  -0.08
9 C -0.076 -4.424 -1.424  -0.11
10 C -0.335 -3.051 -1.476  -0.27
11 P -0.923 -2.247 0.049  0.95
12 C -2.679 -2.708 0.219  -0.33
13 C -3.056 -3.824 0.966  -0.09
14 C -4.391 -4.186 1.057  -0.08
15 C -5.358 -3.440 0.400  -0.09
16 C -4.987 -2.337 -0.355  -0.07
17 C -3.653 -1.967 -0.450  -0.08
18 C -0.099 -3.069 1.460  -0.38
19 C -0.630 -2.836 2.730  -0.12
20 C 0.032 -3.277 3.863  -0.08
21 C 1.250 -3.934 3.747  -0.09
22 C 1.802 -4.137 2.493  -0.08
23 C 1.134 -3.705 1.354  -0.09
24 H 0.521 -2.467 -4.678  0.12
25 H 1.044 -4.901 -4.576  0.10
26 H 0.590 -6.160 -2.487  0.10
27 H -0.253 -4.973 -0.508  0.10
28 H -2.309 -4.419 1.475  0.10
29 H -4.674 -5.053 1.639  0.10
30 H -6.401 -3.722 0.472  0.10
31 H -5.739 -1.762 -0.879  0.10
32 H -3.351 -1.125 -1.057  0.08
33 H -1.568 -2.301 2.830  0.11
34 H -0.399 -3.100 4.840  0.10
35 H 1.770 -4.275 4.632  0.10
36 H 2.761 -4.630 2.395  0.10
37 H 1.590 -3.851 0.385  0.10
38 I -1.397 2.259 2.792  0.87
39 C -1.566 2.873 0.812  -0.80
40 C -2.220 4.046 0.491  -0.13
41 C -2.304 4.398 -0.848  -0.05
42 C -1.739 3.575 -1.805  -0.03
43 C -1.106 2.414 -1.403  -0.10
44 N -1.014 2.074 -0.105  -0.15
45 H -2.652 4.660 1.267  0.10
46 H -2.813 5.309 -1.133  0.11
47 H -1.793 3.811 -2.858  0.12
48 H -0.696 1.702 -2.111  0.09

Record 4
The following is a DFT calculation (wB97M-V/def2-TZVPD) of the molecule C8H7N3.

Values from the calculation:
Gap between HOMO and LUMO   9.659 eV
E_LUMO   0.7 eV
SMILES   c1cncc(-c2cn[nH]c2)c1
Maximum force   0.112 hartree/bohr
Highest occupied orbital energy   -8.909 eV
Relative energy (zero: lowest compared OMol25 entry of this formula, charge and spin)   202.7 kJ/mol

Last column: Löwdin charge in e.
Element x y z (Å)
1 C -1.465 1.542 -1.771  -0.11
2 C -2.258 2.051 -0.778  -0.14
3 N -1.933 1.817 0.523  0.05
4 C -1.086 0.894 0.896  -0.16
5 C -0.388 0.213 -0.035  -0.16
6 C 0.656 -0.810 0.458  -0.15
7 C 1.087 -2.059 -0.234  -0.13
8 N 2.132 -2.580 0.299  0.04
9 N 2.403 -1.787 1.408  0.01
10 C 1.451 -0.830 1.506  -0.12
11 C -0.490 0.633 -1.405  -0.03
12 H -1.475 1.913 -2.833  0.12
13 H -3.046 2.792 -1.011  0.11
14 H -1.013 0.606 2.029  0.15
15 H 0.479 -2.514 -1.018  0.11
16 H 3.143 -1.955 1.964  0.10
17 H 1.715 -0.114 2.336  0.15
18 H 0.088 0.190 -2.336  0.15